# 1
Density functional theory data (wB97M-V/def2-TZVPD) for C31H23N7O3RhS as an isolated structure.

Summary:
2S+1: 2
HOMO (spin up / spin down) in hartree: -0.2401 / -0.2370
Frontier orbital gap (spin up / spin down) in eV: 6.119 / 6.013
E in eV: -62934.21365

Element x y z (Å)
Rh1 0.713 -0.203 0.666
O1 2.721 -0.348 0.972
N1 3.194 -0.180 2.218
C1 4.538 -0.087 2.316
C2 5.166 0.003 3.522
C3 4.387 0.003 4.685
C4 3.029 -0.083 4.573
C5 2.386 -0.177 3.315
S1 0.686 -0.306 3.185
H1 5.050 -0.098 1.365
H2 6.243 0.065 3.561
H3 4.853 0.069 5.660
H4 2.392 -0.084 5.445
C6 -4.819 2.180 -5.580
O2 -5.604 3.138 -4.897
C7 -5.018 3.816 -3.874
C8 -3.676 3.696 -3.516
C9 -3.196 4.365 -2.403
C10 -4.045 5.151 -1.609
C11 -5.359 5.350 -2.053
C12 -5.840 4.681 -3.157
N2 -3.675 5.716 -0.389
N3 -2.625 5.330 0.239
C13 -2.347 4.004 0.438
C14 -3.309 2.985 0.342
C15 -2.977 1.640 0.329
C16 -1.640 1.240 0.406
O3 -1.235 0.014 0.258
C17 -0.655 2.265 0.612
N4 0.635 1.825 0.673
C18 1.607 2.700 0.775
C19 1.361 4.078 0.864
C20 0.074 4.543 0.815
C21 -0.984 3.629 0.664
H5 -5.491 1.673 -6.266
H6 -4.390 1.449 -4.889
H7 -4.015 2.654 -6.149
H8 -2.998 3.078 -4.089
H9 -2.152 4.282 -2.135
H10 -6.005 5.995 -1.471
H11 -6.869 4.792 -3.475
H12 -4.344 3.289 0.261
H13 -3.745 0.884 0.241
H14 2.614 2.303 0.783
H15 2.194 4.761 0.961
H16 -0.148 5.601 0.883
N5 5.357 -9.712 -0.373
C22 4.671 -8.803 -0.227
C23 3.808 -7.663 -0.051
C24 4.326 -6.374 -0.115
C25 3.497 -5.279 0.038
C26 2.134 -5.455 0.252
C27 1.619 -6.742 0.331
C28 2.450 -7.838 0.182
N6 1.279 -4.333 0.392
C29 -0.075 -4.346 0.694
C30 -0.467 -3.053 0.749
N7 0.615 -2.243 0.486
C31 1.637 -3.026 0.275
H17 5.385 -6.232 -0.284
H18 3.925 -4.288 -0.006
H19 0.566 -6.902 0.506
H20 2.043 -8.839 0.245
H21 -0.638 -5.247 0.846
H22 -1.439 -2.638 0.952
H23 2.623 -2.671 0.036

---

# 2
Density functional theory data (wB97M-V/def2-TZVPD) for a 3-piece molecular cluster, C31H23NO10P2 overall.

Summary:
HOMO in hartree: -0.3504
Frontier orbital gap in eV: 8.598
E in eV: -73064.38611
Structure (SMILES): O=C1c2ccccc2C(=O)c2ccccc21.O=C1c2ccccc2C(=O)c2ccccc21.[H]/N=C\COC(=O)OPP(=O)(O)O

Element x y z (Å)
N1 -0.107 1.395 5.187
C1 -0.944 0.693 4.551
C2 -1.695 -0.484 5.221
O1 -2.300 -1.440 4.330
C3 -1.546 -1.780 3.247
O2 -1.665 -1.233 2.228
O3 -0.655 -2.868 3.267
P1 0.672 -2.625 4.277
P2 2.035 -1.155 3.407
O4 1.419 -0.253 2.423
O5 3.316 -1.909 2.658
O6 2.719 -0.363 4.688
H1 -0.055 1.024 6.147
H2 -1.122 0.983 3.497
H3 -1.014 -0.943 5.973
H4 -2.530 -0.037 5.806
H5 1.398 -3.853 4.256
H6 3.759 -1.175 2.186
H7 3.219 -1.062 5.155
C4 -9.580 0.547 0.118
C5 -9.866 -0.044 -1.109
C6 -8.859 -0.661 -1.835
C7 -7.559 -0.680 -1.342
C8 -7.267 -0.066 -0.123
C9 -8.284 0.537 0.610
C10 -5.874 -0.034 0.395
O7 -5.622 0.497 1.459
C11 -4.797 -0.655 -0.417
C12 -3.479 -0.585 0.024
C13 -2.468 -1.173 -0.719
C14 -2.769 -1.842 -1.902
C15 -4.080 -1.911 -2.349
C16 -5.096 -1.310 -1.614
C17 -6.491 -1.360 -2.121
O8 -6.756 -1.940 -3.156
H8 -10.370 1.021 0.689
H9 -10.877 -0.025 -1.498
H10 -9.086 -1.125 -2.786
H11 -8.064 1.003 1.562
H12 -3.240 -0.070 0.943
H13 -1.443 -1.113 -0.376
H14 -1.978 -2.308 -2.478
H15 -4.310 -2.428 -3.272
C18 2.939 0.447 -0.380
C19 3.761 0.966 0.616
C20 5.014 1.468 0.294
C21 5.454 1.443 -1.025
C22 4.639 0.901 -2.020
C23 3.376 0.414 -1.695
C24 5.114 0.822 -3.427
O9 4.404 0.354 -4.294
C25 6.477 1.318 -3.749
C26 6.959 1.200 -5.048
C27 8.224 1.671 -5.363
C28 9.010 2.271 -4.383
C29 8.536 2.386 -3.086
C30 7.273 1.902 -2.762
C31 6.790 1.999 -1.360
O10 7.477 2.519 -0.504
H16 1.958 0.065 -0.125
H17 3.422 0.980 1.645
H18 5.649 1.875 1.071
H19 2.737 0.006 -2.467
H20 6.350 0.737 -5.814
H21 8.600 1.573 -6.375
H22 9.996 2.645 -4.633
H23 9.152 2.849 -2.325